# CH5N2O

The ion CH5N2O with charge +1 in a non-equilibrium geometry (the ωB97M-V functional and the def2-TZVPD basis, the OMol25 dataset).

E_HOMO in eV: -17.57
Charge: +1
Calculated total energy in Eh: -225.4614
ΔE to the lowest compared entry with this formula, charge and spin in eV: 3.9639
Structure (SMILES): C[N+](N)=O
Largest force on an atom in eV/Å: 5.739
Frontier orbital gap in eV: 10.999

Element x y z (Å)
C  -0.646  -0.882  0.169
N  0.439  0.037  0.191
N  0.372  1.132  -0.440
O  1.484  -0.241  0.873
H  -1.644  -0.259  0.077
H  -0.584  -1.454  1.081
H  -0.305  -1.462  -0.643
H  -0.425  1.470  -0.935
H  1.308  1.658  -0.373

=====

# CH5N2O3S

The ion CH5N2O3S with charge -1 in a non-equilibrium geometry (the ωB97M-V functional and the def2-TZVPD basis, the OMol25 dataset).

E_HOMO in eV: -4.79
Charge: -1
Calculated total energy in Eh: -774.5083
ΔE to the lowest compared entry with this formula, charge and spin in eV: 1.6943
Structure (SMILES): CN(N)S(=O)(=O)[O-]
Largest force on an atom in eV/Å: 6.700
Frontier orbital gap in eV: 9.004

Element x y z (Å)
C  -0.627  -1.317  0.340
N  -0.296  -0.131  -0.492
N  -1.146  1.001  -0.278
S  1.304  0.408  -0.204
O  2.174  -0.767  -0.021
O  0.960  1.294  1.267
O  1.600  1.263  -1.281
H  0.141  -2.065  0.201
H  -0.765  -1.008  1.308
H  -1.660  -1.666  0.059
H  -1.265  1.444  -1.178
H  -0.420  1.544  0.278

=====

# CH5N2O4P

An isolated molecule of CH5N2O4P in a non-equilibrium geometry (the ωB97M-V functional and the def2-TZVPD basis, the OMol25 dataset).

E_HOMO in eV: -9.66
Calculated total energy in Eh: -792.9793
ΔE to the lowest compared entry with this formula, charge and spin in eV: 0.0000
Structure (SMILES): N=P(O)(O)OC(N)=O
Largest force on an atom in eV/Å: 5.505
Frontier orbital gap in eV: 9.651

Element x y z (Å)
N  0.920  1.412  -0.075
P  1.075  -0.164  0.083
O  1.126  -0.488  1.753
O  2.542  -0.628  -0.657
O  -0.157  -1.082  -0.657
C  -1.453  -0.743  -0.168
N  -2.145  0.498  -0.496
O  -2.088  -1.556  0.560
H  1.724  1.814  -0.576
H  0.417  0.022  2.215
H  2.309  -1.110  -1.487
H  -2.784  0.777  0.257
H  -1.485  1.249  -0.751

=====

# CH5N2PS

A structure of composition CH5N2PS in a non-equilibrium geometry (the ωB97M-V functional and the def2-TZVPD basis, the OMol25 dataset).

E_HOMO in eV: -8.29
Calculated total energy in Eh: -890.0466
ΔE to the lowest compared entry with this formula, charge and spin in eV: 2.5971
Largest force on an atom in eV/Å: 5.150
Frontier orbital gap in eV: 8.843

Element x y z (Å)
C  -1.213  -0.217  -0.131
N  -0.094  1.380  -0.248
N  -0.176  -0.967  -0.157
P  1.483  -0.382  -0.169
S  -2.735  -0.115  0.181
H  -0.179  1.861  0.557
H  -0.631  1.874  -0.883
H  -0.254  -1.910  -0.387
H  1.913  -1.717  0.178
H  1.885  0.190  1.059

=====

# CH5N2PS

An isolated molecule of CH5N2PS in a non-equilibrium geometry (the ωB97M-V functional and the def2-TZVPD basis, the OMol25 dataset).

E_HOMO in eV: -8.93
Calculated total energy in Eh: -890.0604
ΔE to the lowest compared entry with this formula, charge and spin in eV: 2.2219
Structure (SMILES): C/N=N\[PH2]=S
Largest force on an atom in eV/Å: 3.270
Frontier orbital gap in eV: 8.636

Element x y z (Å)
C  -0.253  -1.274  -1.037
N  -0.035  -1.377  0.358
N  0.029  -0.401  1.107
P  0.278  1.315  0.839
S  1.999  1.915  1.329
H  0.690  -1.080  -1.377
H  -0.872  -0.372  -1.282
H  -0.686  -2.269  -1.479
H  -0.731  1.596  1.812
H  -0.421  1.948  -0.271

=====

# CH5N2S

A cluster of 2 separate species, CH5N2S in total in a non-equilibrium geometry (the ωB97M-V functional and the def2-TZVPD basis, the OMol25 dataset).

E_HOMO in eV: -2.88
Charge: -1
Calculated total energy in Eh: -548.8305
ΔE to the lowest compared entry with this formula, charge and spin in eV: 0.4460
Largest force on an atom in eV/Å: 1.501
Frontier orbital gap in eV: 7.028

Element x y z (Å)
S  0.250  1.753  2.917
H  1.550  1.513  3.064
N  0.268  0.370  -0.525
C  -0.551  -0.671  -0.791
N  -0.433  -1.400  -1.847
H  1.097  0.460  -1.093
H  0.371  0.629  0.453
H  -1.228  -0.918  0.023
H  -1.324  -1.736  -2.202

=====

> Number 3 is which compound?

CH5N2O4P

=====

> Among the records above, which one has the highest ΔE to the lowest compared entry with this formula, charge and spin?

CH5N2O

=====

> Look up the frontier orbital gap of the sixth one.

7.028 eV

=====

Please write out number 6 again, unchanged.
# CH5N2S

A cluster of 2 separate species, CH5N2S in total in a non-equilibrium geometry (the ωB97M-V functional and the def2-TZVPD basis, the OMol25 dataset).

E_HOMO in eV: -2.88
Charge: -1
Calculated total energy in Eh: -548.8305
ΔE to the lowest compared entry with this formula, charge and spin in eV: 0.4460
Largest force on an atom in eV/Å: 1.501
Frontier orbital gap in eV: 7.028

Element x y z (Å)
S  0.250  1.753  2.917
H  1.550  1.513  3.064
N  0.268  0.370  -0.525
C  -0.551  -0.671  -0.791
N  -0.433  -1.400  -1.847
H  1.097  0.460  -1.093
H  0.371  0.629  0.453
H  -1.228  -0.918  0.023
H  -1.324  -1.736  -2.202